Record 1
C2H4N4 | the ωB97M-V functional and the def2-TZVPD basis

ΔE to the lowest compared entry with this formula, charge and spin: 12.6 kcal per mole
gap between HOMO and LUMO: 0.345 Ha
E: -8098.7669 eV
highest occupied orbital energy: -0.3189 Eh

ORCA input file:
```
! RIJCOSX wB97M-V def2-TZVPD def2/J DEFGRID3
* xyz 0 1
C -0.33 -0.06 0.53
C 0.51 0.95 -1.01
H -1.11 0.15 2.36
H -0.94 -1.55 1.92
H 0.90 1.83 -1.47
H 0.06 -1.94 -0.63
N -0.71 -0.53 1.75
N -0.09 1.19 0.20
N 0.66 -0.24 -1.43
N 0.15 -0.95 -0.43
*
```

=====

Record 2
C2H4N4 | the ωB97M-V functional and the def2-TZVPD basis

ΔE to the lowest compared entry with this formula, charge and spin: 69.1 kcal per mole
gap between HOMO and LUMO: 0.403 Ha
SMILES: Cn1cnnn1
E: -8096.3168 eV
highest occupied orbital energy: -0.3747 Eh

ORCA input file:
```
! RIJCOSX wB97M-V def2-TZVPD def2/J DEFGRID3
* xyz 0 1
C -0.12 0.47 1.29
N 0.41 0.14 -0.06
C 0.15 -1.15 -0.83
N -0.09 -0.97 -2.05
N -0.03 0.79 -2.09
N 0.20 1.12 -0.94
H -1.22 0.45 1.27
H 0.19 1.47 1.64
H 0.25 -0.27 1.99
H 0.27 -2.06 -0.22
*
```

=====

Record 3
C2H4N4O | the ωB97M-V functional and the def2-TZVPD basis

ΔE to the lowest compared entry with this formula, charge and spin: 61.3 kcal per mole
gap between HOMO and LUMO: 0.392 Ha
SMILES: Cn1nnc(O)n1
E: -10144.4772 eV
highest occupied orbital energy: -0.3664 Eh

ORCA input file:
```
! RIJCOSX wB97M-V def2-TZVPD def2/J DEFGRID3
* xyz 0 1
C 1.95 -0.34 0.11
C -1.62 -0.02 0.06
H 2.31 -1.13 -0.72
H 2.47 0.57 -0.20
H 2.22 -0.71 1.14
H -3.41 0.29 -0.43
N 0.47 0.00 -0.11
N 0.21 1.29 -0.06
N -1.14 1.31 0.16
N -0.57 -0.83 0.01
O -2.88 -0.44 0.06
*
```

=====

Record 4
C2H4N4O | the ωB97M-V functional and the def2-TZVPD basis

ΔE to the lowest compared entry with this formula, charge and spin: 21.1 kcal per mole
gap between HOMO and LUMO: 0.363 Ha
SMILES: NC1=N[NH2+]C([O-])=N1
E: -10146.2218 eV
highest occupied orbital energy: -0.3401 Eh

ORCA input file:
```
! RIJCOSX wB97M-V def2-TZVPD def2/J DEFGRID3
* xyz 0 1
N 2.08 0.33 -0.02
C 0.75 0.12 0.00
N 0.23 -0.93 0.64
N -1.16 -0.75 0.34
C -1.29 0.66 -0.39
O -2.42 1.07 -0.50
N -0.05 1.03 -0.62
H 2.71 -0.40 0.29
H 2.43 1.04 -0.63
H -1.50 -1.52 -0.24
H -1.79 -0.65 1.13
*
```

=====

Record 5
C2H4N4O | the ωB97M-V functional and the def2-TZVPD basis

ΔE to the lowest compared entry with this formula, charge and spin: 169.5 kcal per mole
gap between HOMO and LUMO: 0.293 Ha
E: -10139.7835 eV
highest occupied orbital energy: -0.3049 Eh

ORCA input file:
```
! RIJCOSX wB97M-V def2-TZVPD def2/J DEFGRID3
* xyz 0 1
C -0.34 -0.26 -0.33
C 0.73 -1.11 -0.90
H -0.96 1.46 0.89
H -2.77 1.45 0.79
H 0.46 -2.04 -1.45
H 1.99 -0.37 1.05
N -1.71 0.77 0.65
N -1.60 -0.21 -0.27
N 1.97 -0.66 -0.82
N 1.85 0.27 0.11
O 0.37 0.71 0.28
*
```

=====

Record 6
C2H4N4O | the ωB97M-V functional and the def2-TZVPD basis

ΔE to the lowest compared entry with this formula, charge and spin: 134.9 kcal per mole
gap between HOMO and LUMO: 0.367 Ha
SMILES: Nc1nonc1N
E: -10141.2847 eV
highest occupied orbital energy: -0.3556 Eh

ORCA input file:
```
! RIJCOSX wB97M-V def2-TZVPD def2/J DEFGRID3
* xyz 0 1
C -0.67 0.32 -0.16
C 0.74 0.11 -0.16
H -2.35 0.81 0.40
H -1.31 2.22 0.91
H 1.95 1.78 -0.94
H 2.63 0.75 0.31
N -1.44 1.54 -0.07
N -1.27 -0.82 0.00
N 0.97 -1.09 0.15
N 1.70 1.17 0.12
O -0.13 -1.71 -0.03
*
```

=====

Record 7
C2H4N4O | the ωB97M-V functional and the def2-TZVPD basis

ΔE to the lowest compared entry with this formula, charge and spin: 5.3 kcal per mole
gap between HOMO and LUMO: 0.345 Ha
SMILES: Nc1n[nH]c(O)n1
E: -10146.9071 eV
highest occupied orbital energy: -0.3187 Eh

ORCA input file:
```
! RIJCOSX wB97M-V def2-TZVPD def2/J DEFGRID3
* xyz 0 1
N 0.21 -1.14 -1.91
C -0.06 -0.50 -0.71
N -0.93 -0.95 0.17
N -0.81 -0.03 1.18
C 0.10 0.88 0.83
O 0.38 1.92 1.63
N 0.60 0.64 -0.36
H -0.24 -2.04 -1.95
H 1.21 -1.23 -2.04
H -1.25 -0.15 2.08
H 0.79 2.59 1.07
*
```

=====

Record 8
C2H4N4O2 | the ωB97M-V functional and the def2-TZVPD basis

ΔE to the lowest compared entry with this formula, charge and spin: 100.4 kcal per mole
gap between HOMO and LUMO: 0.355 Ha
SMILES: [H]/N=c1\ncn(O)n1O
E: -12189.1346 eV
highest occupied orbital energy: -0.3505 Eh

ORCA input file:
```
! RIJCOSX wB97M-V def2-TZVPD def2/J DEFGRID3
* xyz 0 1
C -0.11 0.17 1.42
C -1.19 -0.14 -0.47
H 2.29 0.25 0.40
H 0.13 0.29 2.43
H -3.03 0.02 -0.64
H 1.44 0.35 -2.03
N 0.66 -0.65 0.59
N -1.27 0.39 0.87
N -2.16 -0.26 -1.27
N 0.25 -0.43 -0.72
O 2.06 -0.68 0.64
O 0.93 0.68 -1.22
*
```

=====

Record 9
C2H4N4O2 | the ωB97M-V functional and the def2-TZVPD basis

ΔE to the lowest compared entry with this formula, charge and spin: 44.4 kcal per mole
gap between HOMO and LUMO: 0.356 Ha
SMILES: Nn1[nH]nc(O)c1=O
E: -12191.5605 eV
highest occupied orbital energy: -0.3329 Eh

ORCA input file:
```
! RIJCOSX wB97M-V def2-TZVPD def2/J DEFGRID3
* xyz 0 1
C -1.45 -0.30 -0.14
C -0.31 0.69 -0.01
H 1.96 1.18 -0.68
H 2.69 0.18 0.42
H 0.67 -2.05 0.71
H -2.54 1.08 0.37
N 2.02 0.23 -0.32
N 0.75 -0.15 0.09
N 0.34 -1.49 -0.08
N -1.14 -1.52 -0.17
O -2.62 0.26 -0.18
O -0.36 1.89 0.00
*
```

=====

Record 10
C2H4N4O2 | the ωB97M-V functional and the def2-TZVPD basis

ΔE to the lowest compared entry with this formula, charge and spin: 126.5 kcal per mole
gap between HOMO and LUMO: 0.347 Ha
SMILES: N/N=c1\ncon1O
E: -12188.0031 eV
highest occupied orbital energy: -0.3440 Eh

ORCA input file:
```
! RIJCOSX wB97M-V def2-TZVPD def2/J DEFGRID3
* xyz 0 1
C -0.12 -0.15 -0.13
C 1.81 0.44 -0.54
H -2.11 0.65 -1.53
H -3.22 -0.14 -0.40
H 2.56 1.18 -0.82
H 0.33 0.10 2.11
N -2.40 0.43 -0.53
N -1.33 -0.33 0.08
N 0.61 0.79 -0.83
N 0.90 -1.29 0.51
O 2.22 -0.82 0.07
O 0.76 -0.86 2.00
*
```

=====

Record 11
C2H4N4O2 | the ωB97M-V functional and the def2-TZVPD basis

ΔE to the lowest compared entry with this formula, charge and spin: 45.9 kcal per mole
gap between HOMO and LUMO: 0.309 Ha
SMILES: N/N=c1/nc(O)o[nH]1
E: -12191.4989 eV
highest occupied orbital energy: -0.2981 Eh

ORCA input file:
```
! RIJCOSX wB97M-V def2-TZVPD def2/J DEFGRID3
* xyz 0 1
C -0.36 -0.52 -0.06
C 1.75 -0.39 -0.05
H -3.31 -0.42 0.46
H -2.23 0.74 0.50
H 3.54 0.24 -0.05
H -0.41 1.51 -0.63
N -2.54 -0.05 -0.05
N -1.55 -1.01 -0.12
N 0.80 -1.28 -0.07
N -0.06 0.88 0.10
O 3.04 -0.58 0.08
O 1.34 0.90 -0.12
*
```

=====

Record 12
C2H4N4O2 | the ωB97M-V functional and the def2-TZVPD basis

ΔE to the lowest compared entry with this formula, charge and spin: 90.4 kcal per mole
gap between HOMO and LUMO: 0.325 Ha
SMILES: [H]/N=c1\[nH]c(O)nn1O
E: -12189.5667 eV
highest occupied orbital energy: -0.3127 Eh

ORCA input file:
```
! RIJCOSX wB97M-V def2-TZVPD def2/J DEFGRID3
* xyz 0 1
C 1.31 0.01 0.02
C -0.85 0.61 -0.01
H 2.98 -0.67 -0.29
H -1.82 -1.87 -0.42
H -2.02 2.34 0.24
H 0.63 1.97 0.97
N 0.74 -1.15 -0.01
N -0.65 -0.69 -0.34
N -1.98 1.36 -0.34
N 0.42 1.05 0.35
O 2.56 0.26 -0.14
O -1.59 -1.46 0.36
*
```

=====

Record 13
C2H4N4OS | the ωB97M-V functional and the def2-TZVPD basis

ΔE to the lowest compared entry with this formula, charge and spin: 85.7 kcal per mole
gap between HOMO and LUMO: 0.325 Ha
SMILES: [H]/N=c1/c(N)non1S
E: -20977.3005 eV
highest occupied orbital energy: -0.3320 Eh

ORCA input file:
```
! RIJCOSX wB97M-V def2-TZVPD def2/J DEFGRID3
* xyz 0 1
C -0.46 -0.10 -0.93
C 0.33 -0.28 0.19
H -1.50 -1.98 -0.62
H -1.96 -0.83 -2.01
H 0.36 1.40 2.19
H 1.03 -1.00 2.03
N -1.36 -1.10 -1.25
N -0.46 1.06 -1.50
N 1.22 0.81 0.06
N 0.38 -1.20 1.15
O 0.78 1.72 -0.95
S 1.65 1.51 1.63
*
```

=====

Record 14
C2H4N4OS | the ωB97M-V functional and the def2-TZVPD basis

ΔE to the lowest compared entry with this formula, charge and spin: 9.7 kcal per mole
gap between HOMO and LUMO: 0.314 Ha
SMILES: Oc1n/c(=N/S)[nH][nH]1
E: -20980.5940 eV
highest occupied orbital energy: -0.2955 Eh

ORCA input file:
```
! RIJCOSX wB97M-V def2-TZVPD def2/J DEFGRID3
* xyz 0 1
C -0.28 0.07 -0.66
C 1.06 0.84 0.72
H -2.46 -1.28 -2.94
H 2.43 2.00 0.78
H 0.97 -0.70 1.97
H -1.45 -0.77 0.77
N -0.99 -0.15 -1.71
N 0.66 1.09 -0.48
N 0.33 -0.11 1.44
N -0.44 -0.78 0.52
O 2.07 1.38 1.42
S -1.90 -1.59 -1.82
*
```

=====

Record 15
C2H4N4S | the ωB97M-V functional and the def2-TZVPD basis

ΔE to the lowest compared entry with this formula, charge and spin: 72.3 kcal per mole
gap between HOMO and LUMO: 0.314 Ha
SMILES: Nn1[nH]ncc1=S
E: -18931.4179 eV
highest occupied orbital energy: -0.3117 Eh

ORCA input file:
```
! RIJCOSX wB97M-V def2-TZVPD def2/J DEFGRID3
* xyz 0 1
C -0.80 1.97 0.01
C -1.23 0.59 -0.08
N 0.48 2.09 0.00
N 1.09 0.97 -0.20
N -0.12 -0.15 -0.26
N 0.16 -1.46 -0.04
S -2.75 -0.05 -0.02
H -1.45 2.81 0.10
H 1.89 0.72 0.37
H 0.29 -1.96 -0.92
H -0.59 -1.88 0.49
*
```

=====

Record 16
C2H4N4S | the ωB97M-V functional and the def2-TZVPD basis

ΔE to the lowest compared entry with this formula, charge and spin: 37.1 kcal per mole
gap between HOMO and LUMO: 0.375 Ha
SMILES: Cn1nnnc1S
E: -18932.9426 eV
highest occupied orbital energy: -0.3577 Eh

ORCA input file:
```
! RIJCOSX wB97M-V def2-TZVPD def2/J DEFGRID3
* xyz 0 1
C -0.38 1.56 0.01
C 0.48 -0.82 0.04
H -1.42 1.88 -0.07
H 0.05 1.92 0.94
H 0.16 1.94 -0.86
H 2.57 -1.80 -0.27
N -0.47 0.13 0.05
N -1.67 -0.51 0.04
N -1.46 -1.78 0.02
N -0.07 -2.03 0.03
S 2.21 -0.49 0.05
*
```

=====

Record 17
C2H4N5OS | the ωB97M-V functional and the def2-TZVPD basis

ΔE to the lowest compared entry with this formula, charge and spin: 31.9 kcal per mole
gap between HOMO and LUMO (spin up / spin down): 0.263 / 0.289 Ha
E: -22456.8593 eV
highest occupied orbital energy (spin up / spin down): -0.4932 / -0.5077 Eh

ORCA input file:
```
! RIJCOSX wB97M-V def2-TZVPD def2/J DEFGRID3
* xyz 1 1
C -1.00 -0.02 -0.09
C -2.33 0.03 -0.16
N 1.09 1.30 -0.19
N 1.86 0.37 -0.08
N 0.84 -1.23 -0.47
N -0.21 -1.13 0.17
N -0.21 1.19 -0.34
O 3.87 -0.35 1.25
S 3.40 -0.10 -0.07
H -2.82 -0.92 0.05
H -3.00 0.70 -0.46
H -0.65 -1.82 0.75
H -0.85 1.97 -0.39
*
```

=====

Record 18
C2H4N6O | the ωB97M-V functional and the def2-TZVPD basis

ΔE to the lowest compared entry with this formula, charge and spin: 35.6 kcal per mole
gap between HOMO and LUMO: 0.332 Ha
SMILES: NNc1n[nH]nnc1=O
E: -13123.3263 eV
highest occupied orbital energy: -0.3305 Eh

ORCA input file:
```
! RIJCOSX wB97M-V def2-TZVPD def2/J DEFGRID3
* xyz 0 1
C 0.25 0.29 0.43
C -0.66 0.07 -0.71
H -1.47 2.46 0.82
H -1.71 1.19 1.84
H 0.96 1.65 1.81
H 2.29 -2.12 0.07
N -1.12 1.94 1.59
N 0.16 1.35 1.24
N 1.32 -0.42 0.65
N 1.50 -1.44 -0.19
N 0.71 -1.80 -1.13
N -0.32 -1.15 -1.36
O -1.67 0.66 -1.06
*
```

=====

Record 19
C2H4N8O2 | the ωB97M-V functional and the def2-TZVPD basis

gap between HOMO and LUMO: 0.381 Ha
SMILES: Nc1nnno1.On1cnnn1
E: -18149.1890 eV
highest occupied orbital energy: -0.3686 Eh

ORCA input file:
```
! RIJCOSX wB97M-V def2-TZVPD def2/J DEFGRID3
* xyz 0 1
C -2.57 0.76 0.18
C 1.87 0.57 0.46
H -1.44 -1.98 1.17
H -3.25 1.24 0.89
H 1.92 2.57 0.74
H 1.08 1.70 2.01
N -2.04 -0.48 0.24
N -2.11 1.25 -0.95
N -1.32 0.34 -1.55
N -1.17 -0.66 -0.71
N 1.60 1.69 1.13
N 2.57 0.47 -0.64
N 2.34 -0.80 -1.04
N 1.69 -1.48 -0.25
O -1.93 -1.17 1.40
O 1.30 -0.56 0.81
*
```

=====

Record 20
C2H4NO2 | the ωB97M-V functional and the def2-TZVPD basis

ΔE to the lowest compared entry with this formula, charge and spin: 116.6 kcal per mole
gap between HOMO and LUMO (spin up / spin down): 0.221 / 0.220 Ha
E: -7720.5573 eV
highest occupied orbital energy (spin up / spin down): -0.0952 / -0.0952 Eh

ORCA input file:
```
! RIJCOSX wB97M-V def2-TZVPD def2/J DEFGRID3
* xyz -1 1
C -1.42 0.30 -0.28
C -0.53 -0.69 -0.10
N 2.00 0.64 -0.34
O 2.85 0.57 0.61
O -1.70 1.29 0.42
H -1.95 0.22 -1.31
H 0.15 -0.68 0.60
H -0.49 -1.34 -0.93
H 1.22 1.30 0.04
*
```